Molecular formula: C6H13N2O4P
Method: DFT, ωB97M-V with the def2-TZVPD basis set

XYZ file:
```
26
Properties=species:S:1:pos:R:3:forces:R:3
C -1.744 -1.453 -0.212 -0.863 1.918 0.071
C -2.266 -1.126 -1.535 1.346 -1.659 -0.679
C -0.948 0.249 2.027 -0.781 1.131 4.089
C 1.905 -2.184 0.352 2.027 2.073 1.850
C 2.070 1.870 -0.579 -3.077 2.296 3.240
C -0.883 0.549 0.592 1.144 -5.050 0.202
N -2.078 2.426 0.291 0.914 -1.131 1.848
N -1.570 1.367 -0.161 -1.784 2.943 -2.286
O -2.019 -2.291 0.532 0.615 -0.537 0.981
O 0.635 -0.320 -1.617 -0.149 -1.021 -2.171
O 0.846 -1.333 0.874 1.111 -0.933 -1.865
O 1.800 0.803 0.338 -0.169 -0.061 -1.144
P 0.570 -0.175 -0.191 0.696 2.690 3.921
H -3.172 -0.648 -1.461 -2.743 0.327 0.544
H -2.200 -1.934 -2.258 -0.410 -0.364 0.277
H -1.732 -0.352 -1.928 2.013 1.952 -1.128
H -1.833 0.865 2.521 1.706 -1.119 -1.080
H 0.034 0.654 2.572 -2.050 -1.179 -1.019
H -1.167 -0.878 2.329 0.768 2.321 -0.907
H 1.816 -2.525 -0.610 -0.708 -0.067 -2.689
H 1.907 -3.028 0.904 -0.470 -2.791 2.166
H 2.969 -1.833 0.515 -1.378 0.567 -0.290
H 2.948 2.376 -0.447 2.896 0.477 1.257
H 1.355 2.761 -0.387 0.409 -1.582 -0.539
H 2.087 1.610 -1.547 -0.552 -1.335 -3.454
H -2.542 2.927 -0.434 -0.511 0.136 -1.194
```
Forces are in eV/Å.

Results
Strongest force on any atom in hartree/bohr: 0.1008
Energy above the lowest of the compared OMol25 structures with the same formula, charge and spin in kJ/mol: 473.0
E_HOMO (alpha / beta) in Eh: -0.2983 / -0.2981
Lowest unoccupied orbital energy (alpha / beta) in eV: -0.52 / -0.52